# 1
Density functional theory data (wB97M-V/def2-TZVPD) for a structure of composition C21H17I2IrN5OS3.

As for the multiplicity: 2. For the HOMO energy (alpha / beta), the calculation gives -13.90 / -13.88 eV. The energy above the lowest of the compared OMol25 structures with the same formula, charge and spin comes out at 257.08 kJ/mol. As for the charge: +2.

Last column: natural (NBO) charge in e.
Cartesian coordinates (Å):
Ir  -0.86073  1.93720  -0.39990  0.606
O  2.74681  3.17925  0.85091  -0.547
C  1.61653  2.77467  0.75468  0.614
N  0.89931  2.74293  -0.41706  -0.611
C  1.46382  3.17127  -1.67937  -0.289
C  0.51132  2.80233  -2.78959  0.232
C  0.83149  3.03075  -4.11551  -0.218
C  -0.09830  2.74674  -5.09993  -0.104
C  -1.33720  2.24332  -4.73214  -0.235
C  -1.59547  2.01977  -3.39761  0.061
N  -0.68828  2.28056  -2.44386  -0.465
C  0.79973  2.25990  1.91150  0.112
C  1.29831  2.29703  3.19402  -0.178
C  0.47906  1.89080  4.23938  -0.116
C  -0.80847  1.46952  3.95651  -0.221
C  -1.24382  1.44843  2.64163  0.053
N  -0.45104  1.82619  1.63655  -0.440
H  2.45202  2.72978  -1.83680  0.258
H  1.61264  4.25745  -1.67326  0.241
H  1.80250  3.43733  -4.36378  0.251
H  0.13773  2.92221  -6.14070  0.251
H  -2.09711  2.01850  -5.46631  0.253
H  -2.53802  1.61337  -3.06223  0.224
H  2.30697  2.65601  3.34659  0.273
H  0.83872  1.91625  5.25899  0.251
H  -1.48365  1.15722  4.74035  0.252
H  -2.23645  1.11523  2.37580  0.226
I  -3.15183  0.63293  -0.37763  -0.093
C  -3.96630  3.94324  -0.05127  -0.315
I  -1.96566  4.38817  -0.07136  0.565
H  -4.44991  3.89341  0.91069  0.227
H  -4.50013  4.02405  -0.98407  0.227
S  -2.42956  -4.79502  -0.46359  0.269
C  -1.34075  -3.58060  -0.31338  -0.247
S  -1.72699  -1.98103  -0.90114  0.530
C  -0.16797  -1.43753  -0.43960  -0.156
N  0.57032  -2.36973  0.11823  -0.233
N  -0.04008  -3.55345  0.18828  -0.110
C  0.72687  -4.60581  0.78403  0.173
C  0.18311  -5.85743  1.08802  -0.211
C  0.99718  -6.83072  1.63530  -0.191
C  2.33618  -6.57232  1.89481  -0.122
C  2.86688  -5.31884  1.60935  -0.193
C  2.07524  -4.33404  1.05964  -0.198
S  0.54015  0.10594  -0.73681  0.121
H  -0.85416  -6.07907  0.92434  0.245
H  0.57376  -7.79720  1.86997  0.243
H  2.96260  -7.34134  2.32576  0.242
H  3.90758  -5.10887  1.81252  0.242
H  2.49509  -3.36875  0.82905  0.254

***

# 2
Density functional theory data (wB97M-V/def2-TZVPD) for a structure of composition C21H18BrF8N2NiO3.

As for the multiplicity: 3. For the HOMO energy (alpha / beta), the calculation gives -4.44 / -5.09 eV. As for the charge: -1.

Last column: natural (NBO) charge in e.
Cartesian coordinates (Å):
Ni  -0.02372  -0.20884  -0.23327  1.338
O  0.99941  5.12045  -0.65469  -0.690
C  1.90713  4.56840  -1.53342  0.280
C  2.87000  5.34709  -2.16518  -0.314
C  3.80201  4.74799  -3.00060  -0.195
C  3.76965  3.37267  -3.19822  -0.255
C  2.79169  2.61324  -2.56635  -0.174
C  1.84790  3.19723  -1.73520  -0.031
C  0.76271  2.33410  -1.08489  0.250
O  0.65949  1.10832  -1.58682  -0.889
N  1.12698  2.29027  0.39369  -0.407
N  0.64212  1.27426  1.06698  -0.228
C  0.61327  1.27247  2.35036  -0.109
C  0.09125  0.16878  3.13263  -0.046
Br  -0.69072  -1.27245  2.16006  0.119
C  0.04671  0.08762  4.46427  -0.283
C  0.67084  1.01860  5.42421  0.038
C  0.00483  1.30899  6.61875  -0.227
C  0.55602  2.16846  7.55656  -0.212
C  1.79768  2.74785  7.32826  -0.230
C  2.48398  2.44648  6.16034  -0.197
C  1.93168  1.58586  5.22180  -0.241
H  1.09519  6.07614  -0.67538  0.474
H  2.88920  6.42205  -2.00013  0.194
H  4.55148  5.35892  -3.49010  0.200
H  4.49883  2.89563  -3.84320  0.206
H  2.70371  1.54280  -2.71432  0.244
H  -0.18243  2.90827  -1.12189  0.136
H  1.21541  3.16889  0.89081  0.359
H  0.97457  2.13848  2.89895  0.182
H  -0.51012  -0.73764  4.89320  0.220
H  -0.96449  0.85774  6.79869  0.209
H  0.01433  2.38610  8.46998  0.207
H  2.23014  3.41809  8.06105  0.207
H  3.46575  2.86960  5.98491  0.210
H  2.49686  1.31970  4.33708  0.227
C  3.09577  -1.83020  -1.83895  -0.645
C  2.62583  -1.90986  -0.37781  0.119
O  1.31594  -1.66426  -0.22681  -0.943
C  3.48882  -0.91562  0.44904  0.954
F  4.79994  -1.25774  0.50701  -0.345
F  3.06291  -0.80033  1.72068  -0.332
F  3.43477  0.31203  -0.09158  -0.326
C  2.89513  -3.35758  0.13287  0.952
F  2.68574  -3.49339  1.45407  -0.329
F  2.06409  -4.21424  -0.48722  -0.330
F  4.14921  -3.81022  -0.11065  -0.345
H  2.86275  -0.83193  -2.20631  0.237
H  2.51508  -2.55071  -2.41404  0.224
H  4.16128  -2.03494  -1.95542  0.206
F  -2.82107  -0.81156  -0.46365  -0.435
C  -1.97060  0.34160  -0.40107  0.091
F  -2.33873  1.09829  -1.50956  -0.403
H  -2.36839  0.90507  0.45453  0.077

***

# 3
Density functional theory data (wB97M-V/def2-TZVPD) for a structure of composition C21H18BrN3O2PmS.

As for the multiplicity: 5. For the HOMO energy (alpha / beta), the calculation gives -10.87 / -10.90 eV. As for the charge: +1.

Last column: natural (NBO) charge in e.
Cartesian coordinates (Å):
Pm  -0.61248  1.21500  -0.69536  1.874
O  -2.95646  1.37518  -1.56350  -0.742
C  -3.58714  0.54689  -2.49448  0.373
C  -4.78414  0.89568  -3.08250  -0.293
C  -5.39441  0.00491  -3.95199  -0.171
C  -4.80779  -1.20677  -4.24377  -0.215
C  -3.56646  -1.50871  -3.69201  -0.164
C  -2.92925  -0.64825  -2.82974  -0.145
C  -1.59827  -1.06490  -2.25797  0.247
O  -0.64135  -0.07965  -2.41284  -0.860
N  -1.88468  -1.35605  -0.79688  -0.473
N  -0.82356  -1.12345  0.05116  -0.349
C  -0.51868  -1.87700  1.05234  0.062
C  0.56564  -1.46730  1.93155  -0.170
Br  1.30039  0.24735  1.62285  0.164
C  1.02931  -2.37433  2.81302  -0.094
C  2.14082  -2.37459  3.74557  -0.140
C  2.78256  -3.59239  4.02663  -0.118
C  3.86982  -3.63207  4.87989  -0.211
C  4.33313  -2.47494  5.48483  -0.175
C  3.70379  -1.26952  5.23737  -0.203
C  2.61857  -1.22001  4.37475  -0.175
H  -3.40890  2.23069  -1.47974  0.523
H  -5.22293  1.85619  -2.85719  0.222
H  -6.32958  0.27574  -4.41802  0.231
H  -5.26766  -1.89839  -4.93389  0.230
H  -3.07141  -2.43918  -3.95164  0.218
H  -1.29880  -2.01201  -2.73719  0.171
H  -2.34819  -2.25799  -0.66472  0.378
H  -0.97528  -2.86115  1.20582  0.208
H  0.47277  -3.31370  2.75628  0.225
H  2.40666  -4.50119  3.57042  0.209
H  4.36603  -4.57142  5.08051  0.226
H  5.18673  -2.51855  6.15133  0.228
H  4.04354  -0.37087  5.71979  0.227
H  2.13475  -0.27166  4.20546  0.215
S  -0.87645  3.81075  0.13472  -0.351
C  0.66809  3.90870  -0.70419  0.096
C  1.33468  5.13366  -0.84725  -0.254
C  2.54047  5.17049  -1.50738  -0.114
C  3.07937  3.99063  -2.03318  -0.270
C  2.38339  2.83054  -1.85588  0.063
N  1.20762  2.78607  -1.20837  -0.627
H  0.87503  6.02252  -0.44730  0.242
H  3.07174  6.09813  -1.60229  0.232
H  4.02936  3.99932  -2.54265  0.238
H  2.75963  1.88757  -2.23239  0.211

***

# 4
Density functional theory data (wB97M-V/def2-TZVPD) for a structure of composition C21H18BrN3O3Ru.

As for the multiplicity: 2. For the HOMO energy (alpha / beta), the calculation gives -10.38 / -10.35 eV. As for the charge: +1.

Last column: natural (NBO) charge in e.
Cartesian coordinates (Å):
Ru  0.90167  -0.10387  -0.12641  1.195
O  1.00897  2.06033  0.43089  -0.646
C  0.20127  2.63183  1.22029  0.400
C  -0.30793  3.92353  0.87839  -0.251
C  -1.16183  4.60403  1.69959  -0.158
C  -1.55183  4.05923  2.92939  -0.265
C  -1.10563  2.80863  3.29639  -0.124
C  -0.25963  2.05993  2.46809  -0.255
C  0.18687  0.77553  2.90899  0.205
N  0.82607  -0.06777  2.18379  -0.446
C  1.37687  -1.27517  2.74049  -0.246
C  2.58167  -1.67767  1.87809  -0.237
N  2.08507  -1.96377  0.55739  -0.495
C  2.16957  -3.15687  0.10319  0.217
C  1.68997  -3.62827  -1.15581  -0.279
C  1.96207  -4.95187  -1.51301  -0.116
C  1.62777  -5.44527  -2.75571  -0.277
C  1.01707  -4.60627  -3.69771  -0.146
C  0.68837  -3.32287  -3.37301  -0.259
C  0.94777  -2.78397  -2.06891  0.434
O  0.51047  -1.64107  -1.76951  -0.670
H  0.01647  4.33923  -0.06411  0.219
H  -1.53743  5.57113  1.40109  0.226
H  -2.18613  4.62443  3.59379  0.228
H  -1.42833  2.37483  4.23309  0.216
H  -0.03243  0.53483  3.95679  0.203
H  0.62567  -2.07697  2.69949  0.213
H  1.68367  -1.12957  3.78189  0.216
H  3.09867  -2.53547  2.32599  0.213
H  3.27667  -0.83237  1.81359  0.216
H  2.68847  -3.91327  0.70709  0.197
H  2.45327  -5.59367  -0.79401  0.212
H  1.85277  -6.46687  -3.01091  0.225
H  0.80207  -4.98437  -4.68581  0.225
H  0.20727  -2.66897  -4.08271  0.217
O  -3.57283  3.69783  -2.41291  -0.619
C  -2.81593  2.73513  -1.90061  0.403
C  -3.23363  1.88523  -0.87161  -0.325
C  -2.37663  0.89803  -0.43381  0.098
N  -1.15473  0.72003  -0.93381  -0.505
C  -0.75423  1.54513  -1.90081  0.200
Br  1.04377  1.28603  -2.52331  0.235
C  -1.52693  2.55413  -2.42391  -0.326
H  -4.44623  3.74943  -1.99811  0.503
H  -4.21893  1.97743  -0.44291  0.240
H  -2.68603  0.21003  0.34059  0.226
H  -1.17313  3.20033  -3.20881  0.263

***

# 5
Density functional theory data (wB97M-V/def2-TZVPD) for a structure of composition C21H18F10N6OsS.

For the HOMO energy (alpha / beta), the calculation gives -14.62 / -14.62 eV. As for the charge: +2.

Last column: natural (NBO) charge in e.
Cartesian coordinates (Å):
Os  0.07133  -0.37536  0.34171  1.250
C  0.35253  -2.46488  2.34852  -0.453
N  0.20569  -0.98108  2.26858  -0.335
C  -1.09667  -0.56258  2.86430  -0.237
C  -2.18931  -1.08733  1.92590  -0.266
N  -1.69223  -0.89853  0.55026  -0.479
C  -2.56070  -1.17767  -0.53956  0.031
C  -2.12884  -0.72659  -1.77733  0.297
F  -0.89788  -0.10154  -1.81003  -0.301
C  -2.85780  -0.85809  -2.94294  0.302
F  -2.37863  -0.39306  -4.08508  -0.257
C  -4.09735  -1.48998  -2.88539  0.319
F  -4.81537  -1.63640  -3.97976  -0.243
C  -4.56422  -1.96322  -1.66125  0.310
F  -5.73273  -2.56597  -1.58969  -0.248
C  -3.79935  -1.81073  -0.50189  0.329
F  -4.29024  -2.29759  0.64094  -0.281
C  1.42436  -0.33558  2.79376  -0.234
C  2.54750  -0.63201  1.79544  -0.274
N  2.00480  -0.68238  0.41406  -0.520
C  2.93633  -1.05380  -0.57991  0.015
C  2.47786  -1.53547  -1.81657  0.298
F  1.15663  -1.63792  -2.03572  -0.299
C  3.32683  -1.94720  -2.83585  0.290
F  2.81978  -2.40821  -3.96563  -0.254
C  4.70155  -1.87646  -2.65992  0.327
F  5.51784  -2.25436  -3.62203  -0.241
C  5.20147  -1.38709  -1.45804  0.297
F  6.50304  -1.28596  -1.27982  -0.249
C  4.33646  -0.98498  -0.44585  0.320
F  4.90602  -0.48311  0.65552  -0.286
H  0.38276  -2.73926  3.40449  0.242
H  1.26944  -2.77962  1.85972  0.233
H  -0.48602  -2.96048  1.86700  0.234
H  -1.08778  0.52934  2.89515  0.239
H  -1.21130  -0.95701  3.87810  0.240
H  -3.12524  -0.54260  2.06836  0.260
H  -2.40555  -2.14292  2.10288  0.230
H  1.67495  -0.71642  3.78718  0.241
H  1.22285  0.73632  2.86404  0.230
H  3.07465  -1.56452  2.01992  0.225
H  3.28195  0.17089  1.86279  0.261
C  -2.80573  4.83906  -0.07866  -0.596
C  -1.68586  4.55903  0.92187  -0.461
C  -0.72631  3.55099  0.39369  0.126
N  -0.81284  2.28936  0.60013  -0.280
N  0.16914  1.58140  -0.07049  -0.389
C  1.00300  2.34127  -0.77065  0.282
N  2.03042  1.88872  -1.47971  -0.752
S  0.60047  4.01556  -0.64922  0.474
H  -3.48775  5.57740  0.33446  0.247
H  -3.37037  3.93415  -0.29328  0.216
H  -2.41551  5.23212  -1.01535  0.217
H  -2.08703  4.16562  1.85687  0.250
H  -1.14379  5.47484  1.16194  0.244
H  2.17724  0.89828  -1.59598  0.419
H  2.57552  2.51362  -2.05200  0.440